DFT (ωB97M-V/def2-TZVPD) results for a cluster of 9 separate species, C54H45O35S in total at a distorted geometry.

Its HOMO energy is -2.975 eV. As for the LUMO energy: -0.54 eV. As for the HOMO-LUMO gap: 2.43 eV. The spin multiplicity is 1. Its charge is -1. The largest force on an atom is 0.064 hartree/bohr.

Each line ends with the Mulliken charge.
Geometry (Å):
C  -4.872  -2.944  4.030  -0.50
S  -5.672  -2.463  2.458  1.30
O  -4.822  -3.123  1.430  -0.83
O  -5.560  -1.004  2.275  -0.63
C  -7.287  -3.147  2.354  -1.00
C  -8.368  -2.058  2.129  -0.70
C  -8.948  -1.419  3.436  -0.30
C  -10.362  -1.925  3.891  -0.69
C  -10.762  -3.342  3.451  -0.56
O  -9.800  -4.332  3.790  -0.46
H  -3.961  -3.528  3.790  -0.13
H  -5.555  -3.565  4.625  0.38
H  -4.627  -2.017  4.570  0.26
H  -7.261  -3.772  1.445  0.24
H  -7.892  -1.220  1.569  0.34
H  -9.172  -2.414  1.459  0.38
H  -8.210  -1.517  4.247  0.21
H  -9.069  -0.337  3.221  0.28
H  -11.162  -1.241  3.553  0.27
H  -10.387  -1.932  4.999  0.29
H  -11.690  -3.598  4.020  0.36
H  -11.070  -3.383  2.385  0.36
H  -10.122  -5.149  3.389  0.28
C  -0.120  -3.714  3.851  -0.38
C  -1.061  -4.312  3.105  -0.72
C  -0.943  -5.753  2.705  1.34
O  -1.827  -6.258  2.045  -0.64
C  0.248  -6.488  3.131  -1.12
C  1.183  -5.886  3.870  0.45
C  1.053  -4.456  4.292  0.80
O  1.930  -3.964  4.982  -0.66
O  2.289  -6.528  4.277  -0.59
O  -2.141  -3.656  2.685  -0.49
H  -0.194  -2.677  4.148  0.53
H  0.332  -7.521  2.823  0.53
H  2.796  -5.873  4.793  0.35
H  -2.668  -4.306  2.168  0.40
C  -3.515  2.322  2.119  -1.30
C  -4.609  2.046  2.856  0.11
C  -5.477  3.143  3.406  1.02
O  -6.465  2.855  4.051  -0.62
C  -5.082  4.526  3.138  -1.06
C  -3.992  4.785  2.408  0.26
C  -3.145  3.688  1.840  1.45
O  -2.170  3.998  1.166  -0.62
O  -3.594  6.038  2.143  -0.63
O  -4.952  0.805  3.117  -0.27
H  -2.886  1.542  1.717  0.61
H  -5.700  5.310  3.551  0.43
H  -2.784  5.949  1.600  0.31
H  -5.764  0.851  3.657  0.30
C  1.348  -1.553  -0.630  -0.91
C  0.312  -1.841  0.170  0.19
C  -0.537  -0.756  0.769  1.43
O  -1.474  -1.060  1.473  -0.33
C  -0.183  0.634  0.472  -1.22
C  0.852  0.911  -0.325  0.39
C  1.680  -0.171  -0.940  0.80
O  2.604  0.140  -1.675  -0.52
O  1.206  2.173  -0.616  -0.60
O  -0.009  -3.102  0.468  -0.56
H  1.967  -2.323  -1.070  0.48
H  -0.789  1.410  0.920  0.42
H  1.979  2.099  -1.207  0.30
H  -0.795  -3.049  1.053  0.21
C  1.995  -12.798  1.995  -0.93
C  1.227  -11.755  1.659  0.38
C  0.845  -10.708  2.660  0.92
O  0.162  -9.771  2.298  -0.59
C  1.312  -10.868  4.033  -0.97
C  2.076  -11.913  4.369  0.42
C  2.480  -12.945  3.362  0.93
O  3.192  -13.867  3.717  -0.62
O  2.520  -12.093  5.617  -0.57
O  0.763  -11.589  0.419  -0.57
H  2.279  -13.559  1.281  0.41
H  1.015  -10.115  4.750  0.48
H  3.047  -12.914  5.593  0.35
H  0.240  -10.764  0.439  0.35
C  -2.567  5.495  -3.316  -0.73
C  -2.007  5.321  -2.108  0.44
C  -1.656  6.497  -1.235  1.00
O  -1.166  6.304  -0.141  -0.65
C  -1.919  7.837  -1.754  -1.10
C  -2.474  7.999  -2.959  0.55
C  -2.848  6.830  -3.816  0.69
O  -3.369  7.026  -4.903  -0.66
O  -2.725  9.213  -3.465  -0.61
O  -1.744  4.102  -1.639  -0.51
H  -2.826  4.663  -3.954  0.51
H  -1.647  8.675  -1.128  0.45
H  -3.127  9.054  -4.341  0.37
H  -1.347  4.228  -0.751  0.26
C  6.778  -1.024  -4.787  -0.99
C  7.932  -0.353  -4.724  0.30
C  8.001  1.041  -4.185  1.08
O  9.082  1.603  -4.132  -0.66
C  6.763  1.670  -3.749  -0.73
C  5.602  1.004  -3.813  0.27
C  5.536  -0.403  -4.329  0.96
O  4.466  -0.974  -4.353  -0.59
O  4.454  1.554  -3.424  -0.54
O  9.088  -0.889  -5.137  -0.58
H  6.716  -2.032  -5.173  0.42
H  6.826  2.683  -3.379  0.43
H  3.768  0.870  -3.563  0.30
H  9.765  -0.203  -4.982  0.34
C  10.105  4.984  0.945  -0.94
C  9.367  3.903  0.666  0.34
C  9.284  3.348  -0.722  0.93
O  8.616  2.352  -0.924  -0.62
C  10.013  4.035  -1.782  -0.88
C  10.749  5.116  -1.505  0.47
C  10.854  5.657  -0.112  0.82
O  11.552  6.633  0.090  -0.62
O  11.429  5.773  -2.451  -0.57
O  8.668  3.263  1.607  -0.57
H  10.175  5.393  1.943  0.41
H  9.929  3.631  -2.783  0.52
H  11.875  6.509  -1.991  0.35
H  8.226  2.521  1.149  0.36
C  -0.397  7.120  -6.224  -0.56
C  0.565  8.020  -6.454  0.31
C  1.775  7.684  -7.270  0.83
O  2.612  8.545  -7.465  -0.63
C  1.895  6.327  -7.792  -1.02
C  0.934  5.425  -7.559  0.34
C  -0.289  5.769  -6.766  0.97
O  -1.141  4.918  -6.599  -0.62
O  1.012  4.174  -8.020  -0.57
O  0.499  9.265  -5.970  -0.56
H  -1.275  7.351  -5.639  0.38
H  2.781  6.091  -8.365  0.42
H  0.196  3.730  -7.716  0.36
H  1.312  9.710  -6.279  0.35